Entry from the OMol25 dataset: C3H8N3S as an isolated structure at a distorted geometry (ωB97M-V with the def2-TZVPD basis set).

## Properties
Total energy = -681.251790 Eh
Lowest unoccupied orbital energy = -0.1463 Eh
Total charge = +1
Kohn-Sham gap = 9.706 eV

Atoms and positions in Å:
S  0.62  0.93  -0.59
N  1.54  0.06  0.20
N  -0.82  -0.28  -1.13
N  -2.90  -0.15  -0.03
C  -1.64  0.14  -0.21
C  2.88  -0.34  -0.10
C  -0.81  1.08  0.60
H  -3.38  -0.79  -0.64
H  3.58  0.44  0.19
H  -3.43  0.23  0.74
H  -0.52  0.68  1.57
H  3.04  -0.56  -1.16
H  -1.07  -0.94  -1.86
H  3.10  -1.23  0.49
H  -1.21  2.09  0.72

Results of the Löwdin charge analysis, in e, for atoms 1 through 5: number 1, S, carries 1.13; number 2, N, carries -0.40; number 3, N, carries -0.01; number 4, N, carries 0.22; number 5, C, carries -0.49

---

Entry from the OMol25 dataset: C24H26MnN4S2Si as an isolated structure at a distorted geometry (ωB97M-V with the def2-TZVPD basis set).

## Properties
Total energy = -3385.756765 Eh
Lowest unoccupied orbital energy (spin up / spin down) = -0.1019 / -0.1341 Eh
Total charge = +1
Spin multiplicity = 5
Kohn-Sham gap (spin up / spin down) = 5.580 / 6.672 eV

Atoms and positions in Å:
Mn  -0.10  -0.09  -0.08
S  -3.41  -3.13  -0.11
S  3.09  -3.16  0.76
Si  -0.17  -1.08  -2.84
N  3.29  -0.50  1.00
N  -1.47  -1.44  0.24
N  -3.61  -0.42  -0.03
N  1.17  -1.44  0.50
C  0.10  1.87  -0.90
C  -1.79  -3.72  0.11
C  2.49  -1.54  0.76
C  0.42  1.36  1.35
C  -0.86  -2.72  0.30
C  -2.97  1.99  -4.94
C  -3.37  1.37  -3.75
C  -2.80  -1.52  0.09
C  -1.36  -3.24  -4.94
C  -2.54  0.43  -3.13
C  1.10  1.64  0.10
C  1.60  -0.99  -3.40
C  -1.31  0.09  -3.72
C  1.48  -3.74  0.52
C  -1.74  1.67  -5.51
C  0.56  -2.72  0.45
C  3.63  0.24  -3.91
C  3.46  -2.11  -4.49
C  -1.00  1.41  1.09
C  -0.90  0.73  -4.91
C  4.18  -0.90  -4.51
C  2.35  0.20  -3.35
C  2.20  -2.17  -3.90
C  -1.19  1.72  -0.30
H  -1.15  -4.30  -5.21
H  -1.52  -4.77  0.09
H  -1.79  1.31  1.85
H  1.66  -3.12  -3.83
H  1.22  -4.79  0.45
H  -4.33  1.63  -3.29
H  -3.34  0.38  0.53
H  5.17  -0.86  -4.98
H  -0.38  -2.83  -4.67
H  -1.75  -2.70  -5.81
H  2.90  0.39  1.29
H  4.27  -0.69  1.19
H  2.17  1.77  -0.03
H  1.93  1.10  -2.88
H  3.89  -3.01  -4.92
H  -2.84  -0.01  -2.17
H  -1.41  2.16  -6.43
H  -0.67  -2.49  -2.71
H  -2.14  1.91  -0.80
H  -4.61  -0.64  -0.04
H  0.30  2.16  -1.94
H  0.88  1.21  2.32
H  -3.62  2.73  -5.42
H  4.20  1.17  -3.89
H  -2.09  -3.25  -4.12
H  0.08  0.51  -5.34

Results of the Löwdin charge analysis, in e, for atoms 1 through 5: number 1, Mn, carries 0.54; number 2, S, carries 1.10; number 3, S, carries 1.11; number 4, Si, carries 0.81; number 5, N, carries 0.13

---

Energy above the lowest of the compared OMol25 structures with the same formula, charge and spin, record by record: 1.700; 1.865 eV